C5H11NO5 | ωB97M-V with the def2-TZVPD basis set

LUMO: 0.76 eV
max |F|: 5.30 eV Å⁻¹
HOMO energy: -9.7 eV

XYZ file:
```
22
C5H11NO5 ωB97M-V with the def2-TZVPD basis set
C 1.62 -1.47 0.93
O 0.30 -1.03 0.70
C 0.14 0.16 0.09
C -1.03 1.01 1.09
N -2.06 -0.10 1.38
O -2.81 -0.35 0.51
O -2.04 -0.51 2.49
O -0.54 0.12 -1.13
C -1.03 -1.06 -1.59
O 1.32 0.86 -0.05
C 1.44 1.89 -1.03
H 2.26 -0.91 0.25
H 1.82 -2.53 0.81
H 1.89 -1.40 2.01
H -1.51 1.76 0.44
H -0.54 1.42 1.93
H -0.23 -1.76 -2.06
H -1.88 -0.80 -2.18
H -1.56 -1.63 -0.79
H 2.54 1.96 -1.35
H 1.14 2.76 -0.49
H 0.77 1.62 -1.92
```


C18H41N2P3RuSSe | ωB97M-V with the def2-TZVPD basis set

LUMO (alpha / beta): -12.21 / -17.10 eV
max |F|: 3.57 eV Å⁻¹
HOMO energy (alpha / beta): -19.7 / -19.7 eV
charge: +4
multiplicity: 5

XYZ file:
```
67
C18H41N2P3RuSSe ωB97M-V with the def2-TZVPD basis set
Ru -0.09 0.35 -0.19
P -0.33 -1.31 1.22
P -2.33 0.95 -0.32
P 0.48 1.80 1.56
H 2.31 0.48 -2.15
C 2.11 0.64 -1.07
C 1.94 -0.61 -0.29
H 1.88 -1.59 -0.81
C -0.39 -3.00 0.55
C -1.88 -1.33 2.19
C 0.92 -1.59 2.55
C -2.74 2.34 -1.46
C -3.53 -0.32 -0.94
C -3.34 1.56 1.12
C 2.21 1.63 2.13
C -0.43 1.66 3.16
C 0.24 3.58 1.25
H 2.88 1.28 -0.61
H 2.53 -0.70 0.64
H 0.48 -3.20 -0.09
H -1.28 -3.14 -0.09
H -0.40 -3.68 1.40
H -2.76 -1.24 1.55
H -1.92 -0.51 2.92
H -1.93 -2.29 2.74
H 1.93 -1.60 2.14
H 0.70 -2.57 2.99
H 0.90 -0.82 3.33
H -3.83 2.50 -1.51
H -2.34 2.14 -2.46
H -2.26 3.27 -1.11
H -4.57 -0.07 -0.67
H -3.32 -1.32 -0.55
H -3.48 -0.37 -2.04
H -4.36 1.82 0.80
H -2.90 2.46 1.56
H -3.43 0.82 1.92
H 2.40 2.41 2.88
H 2.92 1.74 1.31
H 2.37 0.64 2.60
H -0.08 2.48 3.81
H -0.25 0.71 3.68
H -1.51 1.78 2.99
H 0.82 4.15 2.01
H -0.83 3.83 1.35
H 0.59 3.85 0.23
C 2.42 3.88 -2.87
C 3.68 3.20 -2.94
C 4.72 3.87 -3.59
C 4.51 5.18 -4.12
C 3.25 5.81 -4.01
C 2.22 5.18 -3.37
Se 0.80 3.28 -2.29
H 1.08 1.42 -0.79
H 3.77 2.19 -2.53
H 5.70 3.39 -3.69
H 5.35 5.67 -4.61
H 3.11 6.80 -4.43
H 1.24 5.63 -3.27
N 0.78 -2.61 -2.45
C -0.41 -1.97 -2.49
N -1.52 -2.73 -2.46
S -0.52 -0.26 -2.53
H 0.84 -3.63 -2.52
H 1.61 -2.08 -2.63
H -2.43 -2.30 -2.57
H -1.48 -3.74 -2.53
```


C23H16AuF3N3O2S | ωB97M-V with the def2-TZVPD basis set

LUMO: -5.05 eV
max |F|: 0.47 eV Å⁻¹
HOMO energy: -11.1 eV
charge: +1

XYZ file:
```
49
C23H16AuF3N3O2S ωB97M-V with the def2-TZVPD basis set
Au 0.24 -1.27 -0.79
C 3.39 -2.12 -0.42
O 2.45 -1.10 -0.84
C 2.83 0.23 -0.77
C 4.15 0.62 -0.61
C 4.46 1.97 -0.63
C 3.47 2.92 -0.80
C 2.15 2.54 -0.95
C 1.82 1.19 -0.92
N 0.47 0.73 -1.00
N -0.44 1.58 -1.14
C -1.74 1.28 -1.29
C -2.26 -0.03 -1.50
O -1.56 -1.13 -1.61
C -3.65 -0.20 -1.68
C -4.49 0.87 -1.66
C -4.02 2.20 -1.46
C -4.92 3.29 -1.45
C -4.46 4.56 -1.26
C -3.09 4.78 -1.08
C -2.20 3.74 -1.08
C -2.65 2.42 -1.27
H 4.21 -2.15 -1.14
H 2.84 -3.05 -0.44
H 3.75 -1.89 0.58
H 4.93 -0.11 -0.49
H 5.49 2.27 -0.51
H 3.72 3.98 -0.82
H 1.36 3.27 -1.08
H -4.01 -1.21 -1.84
H -5.55 0.71 -1.79
H -5.97 3.09 -1.59
H -5.15 5.40 -1.26
H -2.72 5.79 -0.93
H -1.14 3.93 -0.93
F 0.31 -6.17 3.36
C 0.17 -5.47 2.23
F -1.08 -5.64 1.79
F 1.00 -6.01 1.32
C 0.48 -4.01 2.45
C 0.78 -3.53 3.71
C 1.05 -2.17 3.89
C 1.02 -1.35 2.78
N 0.75 -1.82 1.56
C 0.47 -3.12 1.38
S 0.05 -3.52 -0.29
H 0.80 -4.20 4.55
H 1.27 -1.77 4.86
H 1.22 -0.29 2.85
```


C4H25NO8 | ωB97M-V with the def2-TZVPD basis set

LUMO: 0.22 eV
max |F|: 4.48 eV Å⁻¹
HOMO energy: -8.8 eV

XYZ file:
```
38
C4H25NO8 ωB97M-V with the def2-TZVPD basis set
C 0.93 1.75 1.40
N -0.06 1.56 0.36
C -0.73 2.91 0.08
C -1.09 0.66 0.74
C -2.03 0.26 -0.59
O -2.99 -0.63 -0.03
H 1.27 2.85 1.34
H 0.40 2.01 2.35
H 1.61 0.86 1.50
H -1.63 3.15 0.65
H -1.20 2.80 -0.92
H 0.17 3.55 -0.07
H -1.70 1.20 1.48
H -0.72 -0.21 1.29
H -1.46 -0.35 -1.40
H -2.55 1.20 -0.94
H -3.70 -0.73 -0.73
O -4.01 0.31 2.27
H -3.68 -0.10 1.43
H -3.80 -0.34 2.93
O 3.84 0.77 -1.38
H 3.09 0.57 -1.97
H 3.76 1.75 -1.33
O 0.81 -1.44 -1.58
H 1.76 -1.55 -1.27
H 0.76 -2.36 -2.05
O 1.15 -1.90 1.85
H 0.71 -1.37 2.59
H 0.42 -2.21 1.39
O -0.92 -2.60 0.18
H -0.44 -2.17 -0.48
H -1.82 -2.34 0.25
O 2.90 -1.60 -0.19
H 2.49 -1.47 0.61
H 3.61 -0.94 -0.29
O 1.54 0.87 -2.80
H 1.23 0.06 -2.30
H 0.80 1.44 -2.85
```


| no. | energy (eV) |
| --- | --- |
| 1 | -17085.3469 |
| 2 | -128897.6946 |
| 3 | -55348.1752 |
| 4 | -22421.9025 |